{"formula": "C2H4F2NOPS", "method": "ωB97M-V/def2-TZVPD", "energy_ev": -31233.072, "gap_ev": [6.267, 5.178], "lumo_energy_ev": [0.634, -4.549], "total_charge": 0, "s2": 2.007, "spin_multiplicity": 3, "symbols": ["C", "C", "N", "O", "F", "F", "P", "S", "H", "H", "H", "H"], "coordinates": [[0.222, -0.102, -0.804], [1.637, -0.431, -1.228], [0.103, -0.039, 0.546], [-0.711, 0.089, -1.535], [-2.593, -0.551, 0.634], [-2.010, 1.727, 0.511], [-1.638, 0.462, 1.385], [-1.808, 0.607, 3.287], [1.919, -1.407, -0.841], [1.698, -0.440, -2.313], [2.324, 0.311, -0.830], [0.857, -0.226, 1.189]], "forces_ev_per_a": [[1.57, -0.36, 0.74], [-0.13, 0.01, -0.71], [-1.63, 0.31, 0.38], [-0.64, 0.14, -0.87], [-0.36, 0.33, 0.99], [-0.52, 0.01, 0.86], [3.49, -1.16, -7.37], [-2.16, 0.78, 6.17], [0.04, -0.08, 0.03], [0.09, -0.03, -0.06], [0.08, 0.07, 0.04], [0.18, -0.01, -0.20]], "mulliken_spin": [-0.01, 0.03, 0.29, 0.01, 0.00, 0.00, 0.52, 1.18, 0.00, 0.00, 0.00, -0.02]}

***

{"formula": "C2H4F2S", "method": "ωB97M-V/def2-TZVPD", "energy_ev": -18408.197, "gap_ev": 9.238, "smiles": "CC(F)=S.F", "lumo_energy_ev": 0.163, "total_charge": 0, "symbols": ["C", "C", "F", "S", "H", "H", "H", "F", "H"], "coordinates": [[-1.139, 0.345, -0.092], [0.090, 0.814, -0.679], [1.133, 0.556, 0.051], [0.399, 1.806, -1.902], [-2.107, 0.856, -0.329], [-1.357, -0.698, -0.205], [-0.831, 0.395, 0.938], [1.454, -2.160, 1.049], [2.358, -1.914, 1.170]], "forces_ev_per_a": [[-1.61, -0.15, 0.81], [0.14, 2.04, -2.31], [1.34, -1.29, 1.63], [-0.64, 0.05, -0.73], [1.35, 0.02, 0.14], [0.31, -0.86, -0.51], [-0.85, 0.23, 0.97], [1.06, 0.23, 0.17], [-1.10, -0.26, -0.17]], "mulliken_charge": [-0.76, 0.38, -0.17, -0.29, 0.28, 0.28, 0.28, -0.39, 0.39]}

***

{"formula": "C2H4F2S", "method": "ωB97M-V/def2-TZVPD", "energy_ev": -18408.343, "gap_ev": 10.472, "smiles": "FC(F)CS", "lumo_energy_ev": 0.854, "total_charge": 0, "symbols": ["F", "C", "F", "C", "S", "H", "H", "H", "H"], "coordinates": [[2.124, -0.495, -0.109], [0.906, 0.008, 0.356], [0.709, 1.262, -0.096], [-0.241, -0.749, -0.173], [-1.803, -0.048, 0.085], [0.949, 0.057, 1.479], [-0.028, -1.874, 0.084], [0.094, -0.577, -1.152], [-1.651, 0.700, -1.023]], "forces_ev_per_a": [[-1.28, 0.57, 0.20], [0.63, 0.31, 3.02], [1.05, 0.94, -0.32], [2.56, -3.54, 0.53], [-1.21, 0.34, -0.08], [0.34, -0.01, -0.96], [-1.05, 2.01, -0.46], [-0.56, -0.74, -2.29], [-0.48, 0.11, 0.35]], "mulliken_charge": [-0.25, 0.34, -0.24, -0.66, -0.18, 0.23, 0.30, 0.31, 0.15]}

***

{"formula": "C2H4F3N", "method": "ωB97M-V/def2-TZVPD", "energy_ev": -11775.577, "gap_ev": [10.191, 10.192], "lumo_energy_ev": [0.475, 0.475], "total_charge": 0, "symbols": ["C", "C", "N", "F", "F", "F", "H", "H", "H", "H"], "coordinates": [[-0.016, 0.355, -0.612], [-1.041, -0.665, -0.154], [1.461, 0.042, 0.745], [-1.305, -0.641, 1.153], [2.420, 0.774, 0.216], [0.938, 0.895, 1.699], [-0.079, 1.400, -0.327], [0.197, 0.107, -1.658], [-0.612, -1.600, -0.307], [-1.964, -0.667, -0.756]], "forces_ev_per_a": [[1.08, -1.27, 2.36], [0.25, 1.14, -1.26], [-3.96, -0.83, -2.10], [-0.78, 0.65, 1.79], [1.96, 1.22, -0.84], [-0.02, 0.16, 0.39], [-0.30, -0.08, -0.21], [0.74, 0.37, 0.39], [0.95, -1.84, -0.71], [0.09, 0.48, 0.19]], "mulliken_charge": [-0.42, -0.24, 0.01, -0.27, -0.13, -0.16, 0.32, 0.31, 0.26, 0.32]}

***

{"formula": "C2H4FI", "method": "ωB97M-V/def2-TZVPD", "energy_ev": -12952.634, "gap_ev": [8.429, 8.671], "lumo_energy_ev": [-0.245, 0.191], "total_charge": 0, "symbols": ["C", "C", "F", "I", "H", "H", "H", "H"], "coordinates": [[1.219, 0.487, -0.883], [-0.900, -0.384, 0.884], [-0.662, -1.650, 1.091], [-2.462, 0.038, -0.364], [0.801, 0.047, -1.753], [1.300, 1.506, -0.622], [1.682, -0.152, -0.189], [-0.979, 0.108, 1.835]], "forces_ev_per_a": [[-0.22, -0.47, 0.77], [0.05, 1.01, 0.05], [0.45, -1.60, -0.18], [-0.58, 0.09, -0.51], [-0.35, 0.18, -0.60], [-0.26, 1.01, -0.35], [0.65, -0.89, 0.58], [0.26, 0.69, 0.26]], "mulliken_charge": [-1.01, -0.25, -0.16, 0.10, 0.37, 0.34, 0.33, 0.28]}

***

{"formula": "C2H4FI", "method": "ωB97M-V/def2-TZVPD", "energy_ev": -12953.489, "gap_ev": 8.740, "lumo_energy_ev": -0.809, "total_charge": 0, "symbols": ["C", "C", "F", "I", "H", "H", "H", "H"], "coordinates": [[-1.303, -0.974, -0.362], [1.647, 2.003, 0.313], [1.271, 0.824, -0.022], [3.319, 1.842, 1.501], [-1.147, -2.019, -0.241], [-1.937, -0.468, 0.439], [-0.281, -0.484, -0.217], [-1.568, -0.723, -1.412]], "forces_ev_per_a": [[1.36, 2.70, 0.43], [-0.75, 0.82, -0.49], [0.11, -0.46, -0.14], [0.94, -0.11, 0.67], [-0.31, -0.83, 0.25], [0.42, -1.02, -1.33], [-1.47, -0.91, -0.24], [-0.31, -0.19, 0.85]], "mulliken_charge": [-0.65, -0.09, -0.06, 0.07, 0.27, 0.22, 0.01, 0.23]}

***

{"formula": "C2H4FIO", "method": "ωB97M-V/def2-TZVPD", "energy_ev": -15003.078, "gap_ev": 10.092, "smiles": "CO[C@@H](F)I", "lumo_energy_ev": 0.303, "total_charge": 0, "symbols": ["C", "O", "C", "F", "I", "H", "H", "H", "H"], "coordinates": [[0.991, 0.692, 0.212], [0.213, -0.386, 0.671], [-0.682, -0.736, -0.219], [-0.983, -2.181, 0.082], [-2.709, 0.085, -0.116], [0.363, 1.636, 0.192], [1.598, 0.597, -0.684], [1.554, 1.061, 1.081], [-0.345, -0.768, -1.219]], "forces_ev_per_a": [[-0.37, 3.41, 1.98], [0.57, 0.38, 0.14], [-2.29, -4.27, 1.03], [0.67, 2.53, -0.57], [0.67, 0.22, -0.01], [0.05, -1.09, -0.97], [-0.17, -0.57, -0.02], [0.67, -0.97, -0.34], [0.21, 0.37, -1.23]], "mulliken_charge": [-0.70, -0.25, -0.10, -0.29, 0.03, 0.31, 0.32, 0.28, 0.40]}

***

{"formula": "C2H4FIO", "method": "ωB97M-V/def2-TZVPD", "energy_ev": -15003.060, "gap_ev": 10.195, "smiles": "CO[C@@H](F)I", "lumo_energy_ev": 0.371, "total_charge": 0, "symbols": ["C", "O", "C", "F", "I", "H", "H", "H", "H"], "coordinates": [[1.140, 0.058, 0.613], [-0.271, 0.175, 0.710], [-0.927, -0.060, -0.396], [-1.180, -1.462, -0.540], [-2.829, 0.917, -0.575], [1.239, 0.626, -0.405], [1.512, -1.049, 0.556], [1.640, 0.500, 1.410], [-0.324, 0.295, -1.372]], "forces_ev_per_a": [[-0.15, -1.51, -4.13], [-0.34, 0.09, 2.24], [0.33, -0.78, -3.42], [0.34, 1.37, 0.01], [0.19, -0.07, 0.33], [1.39, -1.11, 1.80], [-0.90, 1.90, -0.18], [0.40, 1.12, 1.36], [-1.25, -1.00, 1.99]], "mulliken_charge": [-0.48, -0.27, 0.02, -0.29, 0.02, 0.28, 0.21, 0.23, 0.28]}

***

Results for M: 159.097; 98.117; 98.117; 99.055; 173.956; 173.956; 189.955; 189.955 (in g/mol, following the order of the records).